[1]
{
  "formula": "C27H19FN5O11Sc",
  "method": "wB97M-V/def2-TZVPD",
  "species": ["Sc", "C", "C", "C", "C", "C", "C", "C", "F", "C", "C", "C", "O", "C", "C", "N", "C", "C", "O", "O", "H", "H", "H", "H", "H", "H", "H", "H", "H", "H", "H", "O", "C", "O", "C", "C", "C", "C", "C", "C", "O", "N", "O", "O", "N", "O", "O", "H", "H", "N", "C", "O", "C", "C", "C", "C", "N", "C", "H", "H", "H", "H", "H", "H"],
  "coordinates": [[-1.517, 0.107, -0.852], [3.814, -1.236, 4.245], [4.327, -0.375, 3.104], [5.640, -0.908, 2.563], [6.158, -0.040, 1.434], [5.122, 0.063, 0.351], [5.474, 0.278, -0.958], [4.496, 0.380, -1.948], [4.904, 0.594, -3.207], [3.170, 0.268, -1.673], [2.786, 0.039, -0.340], [1.370, -0.077, -0.032], [0.552, -0.030, -1.008], [1.013, -0.230, 1.322], [2.029, -0.329, 2.248], [3.331, -0.285, 1.981], [3.752, -0.064, 0.662], [-0.383, -0.274, 1.916], [-0.511, -0.387, 3.113], [-1.374, -0.171, 1.067], [4.631, -1.374, 4.952], [3.504, -2.219, 3.885], [2.989, -0.789, 4.794], [4.487, 0.647, 3.459], [5.495, -1.938, 2.220], [6.352, -0.939, 3.388], [7.083, -0.440, 1.019], [6.392, 0.958, 1.817], [6.517, 0.372, -1.236], [2.421, 0.360, -2.445], [1.738, -0.454, 3.279], [-5.483, 0.625, -1.175], [-4.330, 0.961, -1.288], [-3.346, 0.098, -1.507], [-3.907, 2.405, -1.202], [-4.935, 3.343, -1.180], [-4.645, 4.686, -1.116], [-3.349, 5.167, -1.071], [-2.355, 4.227, -1.099], [-2.566, 2.845, -1.151], [-1.509, 2.057, -1.132], [-0.946, 4.671, -1.047], [-0.344, 4.721, -2.098], [-0.499, 4.973, 0.040], [-5.757, 5.662, -1.085], [-6.890, 5.229, -1.095], [-5.463, 6.841, -1.022], [-5.958, 2.998, -1.210], [-3.140, 6.225, -1.012], [-5.370, -3.914, -1.146], [-4.313, -4.758, -1.210], [-4.436, -5.967, -1.232], [-2.936, -4.146, -1.248], [-1.831, -4.983, -1.279], [-0.563, -4.428, -1.315], [-0.437, -3.051, -1.309], [-1.495, -2.238, -1.276], [-2.718, -2.782, -1.254], [-6.284, -4.331, -1.104], [-5.297, -2.914, -1.095], [-1.993, -6.053, -1.276], [0.322, -5.047, -1.346], [0.532, -2.568, -1.333], [-3.523, -2.060, -1.249]],
  "mulliken_charge": [0.935, -1.812, 0.520, -0.964, -0.975, 1.003, -0.692, -0.027, -0.353, -0.989, 0.680, 1.543, -0.673, 0.052, -0.696, 0.245, -0.677, 0.383, -0.730, -0.480, 0.432, 0.400, 0.547, 0.135, 0.333, 0.373, 0.460, 0.320, 0.520, 0.623, 0.650, -0.669, 0.288, -0.632, 0.391, -0.696, -0.263, -0.472, -0.050, 0.754, -0.715, 0.951, -0.583, -0.580, 1.035, -0.613, -0.638, 0.645, 0.557, -0.256, 0.390, -0.645, 0.386, -0.276, -0.848, -0.358, 0.116, -0.315, 0.218, 0.188, 0.504, 0.420, 0.470, 0.211],
  "e_above_lowest_kcal_mol": 0.0,
  "e_lumo_ev": -1.04
}

---

[2]
{
  "formula": "C22H37Br10NO3",
  "method": "wB97M-V/def2-TZVPD",
  "species": ["C", "C", "C", "C", "C", "C", "C", "N", "C", "C", "O", "C", "O", "C", "O", "C", "H", "H", "H", "H", "H", "H", "H", "H", "H", "H", "H", "H", "H", "H", "H", "H", "H", "Br", "C", "C", "Br", "H", "H", "H", "H", "Br", "C", "C", "Br", "H", "H", "H", "H", "Br", "C", "C", "Br", "H", "H", "H", "H", "Br", "C", "C", "Br", "H", "H", "H", "H", "Br", "C", "C", "Br", "H", "H", "H", "H"],
  "coordinates": [[-2.071, 0.055, 5.725], [-2.480, -1.180, 5.137], [-2.382, -2.630, 4.309], [-1.082, -2.862, 3.327], [-0.324, -1.400, 3.132], [0.845, -1.413, 1.969], [0.192, -0.736, 0.618], [0.637, -1.379, -0.683], [0.016, -0.723, -1.899], [-0.408, 0.880, -2.006], [-0.260, -1.461, -3.011], [-2.667, -3.705, 5.534], [-4.129, -3.681, 5.825], [-4.795, -2.929, 4.727], [-6.019, -2.402, 4.639], [-3.782, -2.777, 3.438], [-1.622, 0.927, 6.406], [-0.356, -3.692, 3.772], [-1.460, -3.295, 2.283], [0.185, -1.133, 4.154], [-1.114, -0.578, 2.781], [1.707, -0.672, 2.320], [1.340, -2.460, 1.804], [-0.995, -0.735, 0.610], [0.501, 0.415, 0.601], [1.680, -1.420, -0.731], [0.565, 1.460, -2.371], [-1.226, 1.079, -2.849], [-0.789, 1.329, -0.987], [-2.248, -3.098, 6.469], [-2.108, -4.734, 5.532], [-3.778, -3.648, 2.623], [-4.001, -1.690, 3.042], [2.760, 2.834, -4.404], [3.491, 1.363, -5.456], [2.867, 0.045, -5.060], [3.607, -0.609, -3.379], [4.576, 1.387, -5.329], [3.246, 1.609, -6.495], [3.105, -0.729, -5.796], [1.783, 0.098, -4.933], [1.455, 2.378, 0.711], [0.860, 2.679, 2.544], [2.028, 2.980, 3.455], [3.016, 1.358, 3.897], [0.291, 1.796, 2.845], [0.185, 3.539, 2.486], [1.676, 3.369, 4.415], [2.745, 3.684, 3.024], [-5.463, -5.932, 8.805], [-6.043, -5.833, 6.944], [-6.918, -7.010, 6.580], [-5.854, -8.621, 6.306], [-5.141, -5.755, 6.333], [-6.606, -4.897, 6.873], [-7.420, -6.834, 5.624], [-7.666, -7.246, 7.341], [2.549, 9.548, -3.453], [3.280, 8.077, -4.506], [2.656, 6.759, -4.110], [3.397, 6.105, -2.428], [4.365, 8.101, -4.378], [3.035, 8.323, -5.544], [2.894, 5.985, -4.846], [1.572, 6.812, -3.982], [3.978, 3.485, -8.493], [4.658, 2.229, -9.823], [3.528, 1.518, -10.531], [2.758, 0.123, -9.406], [5.340, 1.552, -9.303], [5.228, 2.843, -10.527], [3.899, 0.996, -11.418], [2.710, 2.183, -10.821]],
  "mulliken_charge": [-0.806, -0.315, 1.081, -0.765, -0.533, -0.142, 0.429, -0.241, 0.340, -0.431, -0.574, -0.511, -0.265, 0.489, -0.581, -0.580, 0.331, 0.280, 0.253, 0.299, 0.259, 0.031, 0.338, 0.305, -0.748, 0.269, -0.014, 0.279, 0.270, 0.310, 0.309, 0.369, 0.267, -0.100, -0.110, -0.673, -0.157, 0.431, -0.120, 0.368, 0.386, -0.165, -0.318, -0.587, -0.146, 0.004, 0.455, 0.365, 0.374, -0.141, -0.487, -0.552, -0.154, 0.260, 0.334, 0.359, 0.389, -0.141, -0.577, -0.381, -0.124, 0.367, 0.347, 0.105, 0.382, -0.135, -0.600, -0.545, -0.133, 0.370, 0.348, 0.337, 0.363],
  "e_lumo_ev": 0.10,
  "smiles": "C#C[C@@]1(CCCCNC(C)=O)COC(=O)C1.BrCCBr.BrCCBr.BrCCBr.BrCCBr.BrCCBr"
}